1.
Entry from OMol25: a 2-piece molecular cluster, C4H15N3O overall at a distorted geometry (ωB97M-V/def2-TZVPD).

## Properties
- orbital gap (eV) = 9.723
- F_max (eV/A) = 1.3
- SMILES string = NCCN.NCCO
- total charge = 0
- relative energy (zero: lowest compared OMol25 entry of this formula, charge and spin) (kJ/mol) = 89.8

Last column: Löwdin charge in e.
Geometry (Å):
N -0.04 1.44 -2.29  0.000
C -0.30 0.08 -1.84  -0.285
C -1.58 0.08 -1.01  -0.235
N -1.75 -1.20 -0.27  0.006
H 0.50 1.45 -3.15  0.060
H 0.50 1.96 -1.61  0.057
H 0.51 -0.35 -1.24  0.082
H -0.45 -0.56 -2.71  0.113
H -2.42 0.28 -1.68  0.111
H -1.52 0.85 -0.26  0.094
H -2.46 -1.12 0.44  0.102
H -2.00 -1.97 -0.88  0.104
N 1.91 1.03 0.79  -0.005
C 0.85 0.63 1.73  -0.270
C 0.74 -0.86 2.00  -0.321
O 0.48 -1.61 0.87  -0.136
H 2.78 1.04 1.32  0.065
H 2.05 0.30 0.11  0.044
H -0.11 1.01 1.35  0.083
H 1.03 1.18 2.66  0.108
H -0.01 -0.99 2.81  0.109
H 1.69 -1.20 2.45  0.111
H -0.42 -1.46 0.40  0.001

---

2.
Entry from OMol25: a 11-piece molecular cluster, C20H62N12O11 overall at a distorted geometry (ωB97M-V/def2-TZVPD).

## Properties
- orbital gap (eV) = 9.504
- F_max (eV/A) = 7.5
- SMILES string = NC(N)=O.NC(N)=O.NC(N)=O.NC(N)=O.NC(N)=O.NC(N)=O.CC(C)O.CC(C)O.CC(C)O.CC(C)O.CCO
- total charge = 0
- relative energy (zero: lowest compared OMol25 entry of this formula, charge and spin) (kJ/mol) = 294.5

Last column: Löwdin charge in e.
Geometry (Å):
N -2.10 0.10 4.15  0.188
C -1.76 0.90 3.19  -0.772
N -2.40 0.66 2.07  0.203
O -1.04 1.83 3.34  0.039
H -2.81 -0.59 3.95  0.122
H -1.72 0.30 5.07  0.131
H -2.08 1.19 1.28  0.026
H -2.96 -0.17 1.90  0.116
N 4.57 -0.48 0.96  0.188
C 4.87 0.72 0.63  -0.788
N 6.05 1.01 1.05  0.179
O 4.13 1.37 -0.10  0.005
H 5.15 -1.04 1.56  0.118
H 3.63 -0.85 0.86  0.072
H 6.43 1.93 0.89  0.127
H 6.52 0.31 1.59  0.116
N -0.14 -0.90 -0.13  0.202
C 1.13 -0.78 0.10  -0.663
N 1.44 0.50 0.02  0.207
O 1.97 -1.71 0.21  -0.057
H -0.76 -0.12 -0.30  0.091
H -0.50 -1.84 -0.15  0.057
H 2.34 0.91 0.19  0.057
H 0.67 1.12 -0.19  0.078
N -1.84 3.96 -0.85  0.188
C -1.74 3.10 0.10  -0.784
N -1.76 3.69 1.23  0.221
O -1.45 1.93 -0.02  -0.008
H -1.77 3.55 -1.76  0.130
H -2.22 4.88 -0.69  0.129
H -1.78 4.70 1.14  0.127
H -1.40 3.19 2.03  0.086
N -1.80 -5.05 0.57  0.178
C -1.26 -3.88 0.52  -0.818
N -0.05 -3.89 0.17  0.210
O -1.89 -2.91 0.93  -0.006
H -1.22 -5.82 0.26  0.115
H -2.72 -5.18 0.95  0.127
H 0.31 -4.74 -0.23  0.110
H 0.52 -3.07 0.33  0.070
N 3.05 -3.58 -1.97  0.187
C 3.18 -4.82 -1.86  -0.814
N 4.17 -5.20 -2.62  0.146
O 2.56 -5.57 -1.11  0.029
H 2.54 -3.09 -1.25  0.083
H 3.62 -3.02 -2.60  0.124
H 4.56 -6.09 -2.33  0.119
H 4.48 -4.60 -3.37  0.109
C -1.31 -2.36 -3.62  -0.054
C -2.15 -1.88 -4.79  -0.478
C -2.22 -3.05 -5.77  -0.071
O -3.46 -1.61 -4.38  -0.047
H -0.97 -1.56 -2.96  0.064
H -0.45 -2.88 -4.05  0.077
H -1.79 -3.10 -2.98  0.086
H -1.70 -1.01 -5.29  0.136
H -1.29 -3.36 -6.24  0.081
H -2.95 -2.79 -6.54  0.069
H -2.71 -3.96 -5.41  0.087
H -4.07 -1.65 -5.12  0.092
C 1.79 4.02 -1.21  -0.041
C 1.69 5.12 -2.28  -0.531
C 2.91 5.98 -2.40  -0.051
O 1.32 4.81 -3.59  -0.036
H 2.42 3.21 -1.57  0.081
H 0.81 3.63 -0.92  0.048
H 2.31 4.35 -0.30  0.075
H 0.78 5.59 -1.92  0.116
H 3.78 5.33 -2.54  0.087
H 3.14 6.53 -1.49  0.082
H 2.79 6.67 -3.24  0.083
H 0.60 4.18 -3.50  0.081
C 2.36 1.44 4.22  -0.036
C 2.21 2.98 3.89  -0.432
C 2.19 3.35 2.42  -0.075
O 1.00 3.46 4.58  -0.078
H 1.72 0.90 3.52  0.045
H 1.97 1.30 5.23  0.077
H 3.36 1.03 4.08  0.065
H 3.09 3.50 4.27  0.123
H 3.12 2.98 1.99  0.071
H 2.11 4.43 2.39  0.082
H 1.38 2.89 1.84  0.060
H 0.28 3.07 4.08  0.020
C -6.83 -0.18 -1.56  -0.038
C -5.29 -0.19 -1.84  -0.486
C -4.41 0.84 -1.14  -0.052
O -4.76 -1.47 -1.54  -0.061
H -7.33 -0.91 -2.19  0.067
H -7.40 0.73 -1.77  0.073
H -6.98 -0.61 -0.57  0.076
H -5.10 -0.11 -2.91  0.111
H -3.37 0.56 -1.28  0.062
H -4.62 0.80 -0.07  0.076
H -4.60 1.86 -1.49  0.076
H -3.90 -1.51 -1.96  0.057
C 0.51 -2.01 3.50  -0.087
C 0.23 -3.07 4.51  -0.322
O 1.32 -3.20 5.45  -0.077
H 0.48 -0.99 3.90  0.055
H -0.30 -2.04 2.77  0.056
H 1.40 -2.20 2.91  0.077
H 0.00 -4.03 4.04  0.110
H -0.66 -2.84 5.10  0.103
H 0.87 -3.81 6.04  0.068

---

3.
Entry from OMol25: a single C3H4O3 molecule at a distorted geometry (ωB97M-V/def2-TZVPD).

## Properties
- orbital gap (spin up / spin down) (eV) = 8.272 / 8.271
- F_max (eV/A) = 3.7
- SMILES string = C=C(O)C(=O)O
- total charge = 0
- relative energy (zero: lowest compared OMol25 entry of this formula, charge and spin) (kJ/mol) = 302.9

Last column: Löwdin charge in e.
Geometry (Å):
C -1.02 0.65 0.88  0.155
C 0.11 0.60 0.05  -0.308
O 0.61 1.63 -0.71  0.066
C 0.37 -0.78 -0.02  -0.470
O -0.56 -1.47 0.51  0.007
O 1.31 -1.28 -0.84  0.133
H -1.85 1.32 0.64  0.085
H -0.99 0.31 1.91  0.084
H 0.87 1.26 -1.56  0.113
H 1.17 -2.24 -0.86  0.135

---

4.
Entry from OMol25: a 8-piece molecular cluster, C24H38Br10N2O overall at a distorted geometry (ωB97M-V/def2-TZVPD).

## Properties
- orbital gap (eV) = 9.682
- F_max (eV/A) = 3.5
- SMILES string = c1ccncc1.c1ccncc1.C1CCOC1.BrCCBr.BrCCBr.BrCCBr.BrCCBr.BrCCBr
- total charge = 0

Last column: Löwdin charge in e.
Geometry (Å):
C 4.30 -1.57 -0.68  -0.085
C 4.34 -2.78 -1.35  -0.068
C 4.10 -2.74 -2.77  -0.111
N 3.71 -1.64 -3.51  0.060
C 3.77 -0.49 -2.78  -0.179
C 3.98 -0.43 -1.41  -0.082
H 4.49 -1.60 0.39  0.104
H 4.62 -3.66 -0.79  0.094
H 4.17 -3.59 -3.43  0.091
H 3.61 0.44 -3.31  0.091
H 3.98 0.55 -0.94  0.070
C 4.90 2.90 -0.14  -0.111
C 4.68 2.31 1.10  -0.093
C 5.74 1.73 1.75  -0.161
N 7.04 1.96 1.46  0.057
C 7.25 2.59 0.26  -0.112
C 6.19 3.03 -0.57  -0.077
H 4.14 3.34 -0.77  0.109
H 3.64 2.25 1.39  0.099
H 5.49 1.37 2.74  0.101
H 8.31 2.58 0.05  0.096
H 6.45 3.33 -1.58  0.099
C -1.09 0.43 0.32  -0.180
C 0.39 0.11 -0.06  -0.152
C 1.12 -0.15 1.25  -0.230
O 0.35 0.50 2.24  -0.120
C -1.03 0.40 1.76  -0.224
H -1.82 -0.24 -0.14  0.064
H -1.31 1.42 -0.07  0.063
H 0.88 0.96 -0.55  0.098
H 0.46 -0.73 -0.75  0.091
H 2.18 0.11 1.15  0.101
H 1.07 -1.22 1.46  0.060
H -1.66 1.17 2.21  0.083
H -1.43 -0.55 2.11  0.117
Br 0.23 0.04 -3.89  0.611
C -1.22 -1.29 -3.50  -0.647
C -2.24 -1.33 -4.57  -0.660
Br -3.66 -2.77 -4.32  0.555
H -1.67 -1.08 -2.53  0.018
H -0.77 -2.28 -3.59  0.060
H -1.71 -1.55 -5.50  0.049
H -2.68 -0.39 -4.91  0.060
Br 0.40 -3.42 3.28  0.664
C 0.59 -5.11 2.30  -0.701
C 1.82 -5.02 1.50  -0.696
Br 1.82 -6.43 0.08  0.576
H -0.28 -5.26 1.66  0.050
H 0.60 -5.97 2.97  0.067
H 2.66 -5.15 2.19  0.065
H 1.97 -4.05 1.01  0.035
Br -3.06 6.49 1.03  0.636
C -3.00 4.67 0.38  -0.704
C -2.70 4.72 -1.15  -0.682
Br -2.94 2.97 -2.01  0.606
H -3.99 4.21 0.46  0.045
H -2.28 4.05 0.91  0.054
H -1.64 4.96 -1.24  0.049
H -3.29 5.51 -1.61  0.045
Br -2.16 2.70 4.83  0.595
C -4.03 2.51 4.11  -0.647
C -4.28 1.03 3.99  -0.681
Br -5.84 0.81 2.82  0.617
H -4.02 3.09 3.19  0.035
H -4.57 3.03 4.89  0.051
H -4.54 0.57 4.94  0.065
H -3.39 0.59 3.55  0.024
Br -4.88 -2.69 0.70  0.548
C -6.00 -2.38 -0.90  -0.656
C -6.20 -0.85 -1.04  -0.593
Br -4.39 -0.20 -1.49  0.575
H -6.87 -3.02 -0.74  0.051
H -5.48 -2.89 -1.71  0.011
H -6.51 -0.23 -0.20  0.029
H -6.77 -0.65 -1.95  0.056